Record 1
A gas-phase ion, C4H9NOS (charge -2) at a distorted geometry, computed with ωB97M-V/def2-TZVPD.

Geometry as ORCA input:
```
! wB97M-V def2-TZVPD RIJCOSX def2/J DEFGRID3
* xyz -2 1
S -1.088 0.984 -2.696
O 2.045 -0.335 2.519
N 0.677 -0.980 0.451
C -0.272 -0.525 -0.573
C -1.548 -0.046 0.108
C 0.217 0.568 -1.410
C 1.247 0.000 1.619
H 1.234 0.398 -2.108
H -0.487 -1.465 -1.114
H 1.709 0.760 0.988
H -1.420 0.975 0.509
H 0.258 0.472 1.862
H 0.296 1.491 -0.790
H 1.353 -1.727 0.248
H -1.785 -0.566 1.044
H -2.436 -0.003 -0.656
*
```

Highest occupied orbital energy   0.84 eV
SMILES   C[C@@H](C[S-])NC[O-]
LUMO energy   6.123 eV

Record 2
C4H9NOS in the gas phase, computed with ωB97M-V/def2-TZVPD.

Geometry as ORCA input:
```
! wB97M-V def2-TZVPD RIJCOSX def2/J DEFGRID3
* xyz 0 1
S -1.816 -2.326 1.223
O -1.190 1.736 -1.412
N 0.797 1.476 -0.402
C -0.409 1.013 -0.831
C -0.760 -0.465 -0.609
C -0.611 -1.001 0.799
C 1.861 0.676 0.199
H -0.286 -1.031 -1.407
H 1.600 0.377 1.211
H 2.129 -0.162 -0.430
H -2.809 -1.863 0.455
H -1.817 -0.457 -0.867
H 1.022 2.390 -0.763
H 0.335 -1.469 1.032
H -0.790 -0.206 1.519
H 2.741 1.313 0.285
*
```

Highest occupied orbital energy   -9.23 eV
SMILES   CNC(=O)CCS
LUMO energy   0.716 eV

Record 3
2 unconnected molecules or ions with the total composition C4H9NOS at a distorted geometry, computed with ωB97M-V/def2-TZVPD.

Geometry as ORCA input:
```
! wB97M-V def2-TZVPD RIJCOSX def2/J DEFGRID3
* xyz 0 1
S 2.642 0.220 -0.494
O -1.892 0.262 -0.965
N 0.174 1.798 -0.181
C 1.033 -0.376 0.515
C 0.086 -1.342 -0.473
C -0.127 0.574 0.705
C -1.113 -0.379 0.044
H -3.258 -0.309 -0.233
H -1.786 -0.783 0.944
H 1.317 -0.768 1.554
H 3.125 -0.968 -0.061
H 0.412 -0.897 -1.402
H 0.306 1.784 -1.206
H -0.608 2.491 -0.168
H -0.058 -2.368 -0.349
H -0.254 1.064 1.771
*
```

Highest occupied orbital energy   -8.80 eV
LUMO energy   -1.579 eV

Record 4
C4H9NOS in the gas phase at a distorted geometry, computed with ωB97M-V/def2-TZVPD.

Geometry as ORCA input:
```
! wB97M-V def2-TZVPD RIJCOSX def2/J DEFGRID3
* xyz 0 1
S -1.366 -0.965 2.290
O 1.061 2.666 1.099
N 1.411 0.853 -1.411
C -0.707 -1.677 0.671
C 0.768 0.572 -0.136
C -0.364 -0.442 -0.318
C 0.408 2.000 0.294
H 1.483 0.369 0.686
H 2.251 0.228 -1.468
H -1.522 -2.148 0.036
H 0.953 0.425 -2.184
H -2.665 -0.989 1.897
H -1.278 0.066 -0.580
H -0.117 -0.820 -1.344
H -0.384 2.261 -0.410
H 0.067 -2.400 0.877
*
```

Highest occupied orbital energy   -9.32 eV
SMILES   N[C@@H](C=O)CCS
LUMO energy   0.605 eV

Record 5
C4H9NOS in the gas phase at a distorted geometry, computed with ωB97M-V/def2-TZVPD.

Geometry as ORCA input:
```
! wB97M-V def2-TZVPD RIJCOSX def2/J DEFGRID3
* xyz 0 1
S -0.645 2.543 -0.915
O -0.918 -2.859 0.555
N 0.325 -0.473 1.646
C -0.434 -0.442 0.407
C 0.755 1.396 -0.898
C -1.087 -1.781 0.057
C 0.424 -0.094 -0.807
H 1.372 -0.625 -0.681
H 1.276 -0.782 1.544
H -0.187 -0.841 2.419
H -0.722 2.708 0.423
H -0.075 -0.427 -1.715
H 1.525 1.432 -1.682
H -1.719 -1.658 -0.856
H -1.307 0.183 0.590
H 1.417 1.722 -0.087
*
```

Highest occupied orbital energy   -9.09 eV
SMILES   N[C@H](C=O)CCS
LUMO energy   0.776 eV

Record 6
C4H9NOS in the gas phase at a distorted geometry, computed with ωB97M-V/def2-TZVPD.

Geometry as ORCA input:
```
! wB97M-V def2-TZVPD RIJCOSX def2/J DEFGRID3
* xyz 0 1
S -0.292 2.027 -1.400
O -1.065 -0.831 -1.601
N 0.062 -2.183 0.603
C 0.427 1.564 0.185
C 0.462 -0.775 0.292
C -0.271 0.444 0.823
C 0.024 -0.720 -1.182
H 0.817 -0.652 -1.822
H 0.507 2.449 0.951
H -0.801 -2.410 0.284
H -1.421 0.231 0.781
H 0.561 -2.645 1.367
H -1.641 1.937 -1.201
H 1.628 -0.799 0.247
H -0.497 0.750 1.767
H 1.501 1.612 -0.093
*
```

Highest occupied orbital energy   -8.77 eV
SMILES   N[C@@H](C=O)CCS
LUMO energy   0.869 eV

Record 7
C4H9NOS in the gas phase at a distorted geometry, computed with ωB97M-V/def2-TZVPD.

Geometry as ORCA input:
```
! wB97M-V def2-TZVPD RIJCOSX def2/J DEFGRID3
* xyz 0 1
S 2.889 0.932 -0.793
O -1.344 -0.732 -1.104
N -0.130 -0.127 0.696
C 1.066 1.193 -1.065
C -1.610 -2.024 0.911
C 0.265 1.193 0.257
C -1.085 -0.883 0.076
H -2.128 -2.752 0.277
H -0.629 1.719 -0.117
H -0.731 -2.444 1.399
H 3.374 1.878 -1.512
H 0.865 2.051 -1.704
H 0.669 1.813 1.051
H -2.398 -1.812 1.634
H 0.166 -0.330 1.626
H 0.762 0.324 -1.633
*
```

Highest occupied orbital energy   -8.89 eV
SMILES   CC(=O)NCCS
LUMO energy   0.781 eV

Record 8
2 unconnected molecules or ions with the total composition C4H9NOS at a distorted geometry, computed with ωB97M-V/def2-TZVPD.

Geometry as ORCA input:
```
! wB97M-V def2-TZVPD RIJCOSX def2/J DEFGRID3
* xyz 0 1
S 2.903 1.059 0.553
O -3.334 0.523 0.346
N -0.807 0.933 1.040
C 0.147 -0.099 -0.867
C 1.065 -1.300 -0.466
C -2.206 0.897 -0.041
C -1.084 -0.124 0.101
H 1.623 -1.652 -1.362
H 1.885 -1.006 0.280
H 3.535 1.298 1.717
H -1.290 0.698 1.895
H -1.315 -1.191 0.521
H 0.590 -2.186 -0.004
H -2.118 1.429 -0.942
H 0.721 0.847 -0.878
H -0.314 -0.127 -1.893
*
```

Highest occupied orbital energy   -7.93 eV
LUMO energy   -4.181 eV

Record 9
2 unconnected molecules or ions with the total composition C4H9NOS at a distorted geometry, computed with ωB97M-V/def2-TZVPD.

Geometry as ORCA input:
```
! wB97M-V def2-TZVPD RIJCOSX def2/J DEFGRID3
* xyz 0 3
S -0.085 2.234 -1.708
O 0.685 0.358 2.266
N 0.073 -0.720 0.329
C 0.224 0.232 1.143
C -0.758 -0.675 -0.849
C -0.499 2.171 0.018
C 0.737 -2.059 0.640
H 0.652 -2.198 1.759
H -1.166 0.380 -0.877
H 1.759 -2.199 0.235
H -1.520 2.455 0.080
H 0.119 2.796 0.571
H 0.182 -2.905 0.250
H 1.284 2.416 -1.605
H -1.555 -1.296 -0.587
H -0.134 -0.991 -1.664
*
```

Highest occupied orbital energy (alpha / beta)   -5.63 / -9.78 eV
⟨S²⟩   2.009
LUMO energy (alpha / beta)   0.689 / -1.132 eV

Record 10
A gas-phase ion, C4H9NOS (charge +1) at a distorted geometry, computed with ωB97M-V/def2-TZVPD.

Geometry as ORCA input:
```
! wB97M-V def2-TZVPD RIJCOSX def2/J DEFGRID3
* xyz 1 2
S -0.813 -1.364 1.876
O 2.023 1.830 0.580
N 0.899 -0.820 -1.395
C -0.694 0.619 -0.105
C 0.732 0.107 -0.347
C 1.842 1.214 -0.410
C -1.578 -0.500 0.514
H -2.506 0.016 0.750
H 1.268 -1.721 -1.097
H 0.270 -0.895 -2.186
H 2.315 1.584 -1.329
H -0.545 1.284 0.756
H -1.369 -0.871 2.995
H -1.138 1.123 -0.955
H 1.058 -0.347 0.601
H -1.765 -1.258 -0.248
*
```

Highest occupied orbital energy (alpha / beta)   -13.26 / -13.20 eV
⟨S²⟩   0.757
LUMO energy (alpha / beta)   -4.437 / -8.666 eV

no.,E_tot (Ha)
1,-685.84884
2,-685.99376
3,-685.74829
4,-685.92169
5,-685.96180
6,-685.86940
7,-685.98949
8,-685.72270
9,-685.78721
10,-685.62828